The following is a quantum chemistry calculation of 2 unconnected molecules or ions with the total composition C4H8N2O, from the Open Molecules 2025 dataset.

Atoms and positions in Å:
C (4.288, -1.105, -0.271)
C (0.767, 1.000, 0.634)
C (-0.984, -0.687, 0.778)
C (-0.636, 0.593, -1.286)
N (3.780, -0.062, -0.272)
N (-0.263, 0.349, 0.087)
O (1.485, 1.793, 0.059)
H (0.932, 0.724, 1.693)
H (-0.645, -0.743, 1.812)
H (-2.055, -0.482, 0.762)
H (-0.809, -1.655, 0.299)
H (-0.613, -0.335, -1.858)
H (-1.641, 1.018, -1.340)
H (0.080, 1.296, -1.711)
H (3.317, 0.827, -0.248)

Force components x, y, z for each atom (eV/Å):
0.08 -0.19 -0.01
0.10 -0.39 0.55
-0.01 -0.14 0.16
0.13 0.22 -0.23
0.07 0.06 0.00
-0.27 -0.07 -0.23
0.43 0.40 -0.24
-0.03 0.03 -0.10
-0.05 -0.02 -0.01
-0.02 0.00 0.05
-0.03 0.04 0.06
0.00 -0.04 -0.01
0.02 -0.03 -0.01
-0.13 -0.06 -0.01
-0.28 0.20 0.03

Calculated values
- DFT total energy: -341.9276 Eh
- Relative energy (zero: lowest compared OMol25 entry of this formula, charge and spin): 2.068 eV
- E_HOMO: -9.95 eV
- Orbital gap: 10.64 eV
- Lowest unoccupied orbital energy: 0.7 eV